No. 1
The following is a quantum chemistry calculation of a molecular structure, C21H35CuN4O3S4Si in a non-equilibrium geometry, from the OMol25 dataset.

Values from the calculation:
Strongest force on any atom   5.4 eV Å⁻¹
Energy relative to the best compared isomer or geometry (same formula, charge and spin)   3.3 kcal per mole
Kohn-Sham gap   5.345 eV
Charge   -2
Calculated total energy   -130311.4965 eV

Last column: natural (NBO) charge in e.
CARTESIAN COORDINATES (ANGSTROEM)
Cu  2.825  -1.779  4.288  0.838
C  5.832  -0.947  8.908  -0.737
S  6.534  -1.832  7.471  0.254
C  5.298  -1.775  6.279  -0.092
S  3.624  -1.395  6.577  -0.422
N  5.745  -2.039  5.086  -0.451
N  4.800  -1.948  4.062  -0.311
C  5.257  -2.270  2.869  0.027
C  4.366  -2.078  1.819  0.114
C  4.771  -2.009  0.450  -0.244
C  3.879  -1.647  -0.556  -0.201
C  2.529  -1.494  -0.250  -0.238
C  2.190  -1.744  1.095  0.079
N  3.017  -1.957  2.084  -0.457
H  5.329  -0.037  8.642  0.237
H  6.718  -0.683  9.549  0.205
H  5.117  -1.591  9.388  0.223
H  6.216  -2.803  2.722  0.183
H  5.827  -2.080  0.238  0.194
H  4.225  -1.697  -1.591  0.200
H  1.761  -1.064  -0.891  0.260
H  1.130  -1.687  1.350  0.240
C  0.434  -0.375  -4.904  -0.608
C  -0.894  -0.492  -4.182  0.265
C  -1.026  -1.901  -3.676  -0.626
C  -2.036  -0.077  -4.998  -0.634
O  -0.761  0.362  -2.972  -0.966
Si  -1.734  0.857  -1.763  2.166
S  -0.614  1.013  0.153  -1.109
O  -2.315  2.356  -2.019  -0.984
C  -1.779  3.689  -1.897  0.301
C  -0.364  3.690  -2.418  -0.665
C  -2.865  4.540  -2.568  -0.615
C  -1.807  4.156  -0.405  -0.646
O  -3.047  -0.173  -1.580  -0.987
C  -3.922  -0.473  -0.451  0.296
C  -3.127  -1.214  0.655  -0.650
C  -4.999  -1.323  -1.097  -0.621
C  -4.533  0.835  0.102  -0.654
H  0.228  -0.807  -5.886  0.187
H  1.192  -0.957  -4.353  0.213
H  0.806  0.635  -4.973  0.218
H  -0.860  -2.615  -4.491  0.184
H  -2.007  -2.129  -3.245  0.228
H  -0.241  -2.185  -2.947  0.227
H  -2.047  -0.633  -5.980  0.193
H  -1.891  0.988  -5.208  0.217
H  -2.955  -0.188  -4.438  0.234
H  -0.186  3.178  -3.343  0.211
H  0.249  3.126  -1.715  0.265
H  0.074  4.709  -2.416  0.188
H  -3.046  4.150  -3.555  0.203
H  -2.594  5.611  -2.538  0.184
H  -3.740  4.442  -1.929  0.210
H  -1.194  3.516  0.177  0.273
H  -2.828  4.040  -0.025  0.202
H  -1.415  5.184  -0.501  0.178
H  -2.700  -2.145  0.166  0.195
H  -3.821  -1.532  1.425  0.191
H  -2.354  -0.552  1.071  0.292
H  -4.663  -1.946  -1.922  0.209
H  -5.776  -0.701  -1.602  0.192
H  -5.428  -2.054  -0.374  0.196
H  -3.636  1.349  0.500  0.256
H  -5.178  0.530  0.933  0.197
H  -5.049  1.324  -0.719  0.200
S  -1.512  -0.565  4.450  -0.318
C  -0.058  -1.115  4.034  0.164
N  1.028  -1.574  3.834  -0.752


No. 2
The following is a quantum chemistry calculation of a single C21H35F2N4O5PS2 molecule in a non-equilibrium geometry, from the OMol25 dataset.

Values from the calculation:
Strongest force on any atom   7.3 eV Å⁻¹
Kohn-Sham gap   7.744 eV
Calculated total energy   -74926.2077 eV
SMILES   [H]/N=C\C[C@]1(CCCN)[C@](F)(OC#N)[C@](C[C@@H](C)F)(P(C)C)[C@@](CCCCOC)(N=C=S)OS1(=O)=O

Last column: natural (NBO) charge in e.
CARTESIAN COORDINATES (ANGSTROEM)
H  -0.477  0.216  4.392  0.332
N  -0.191  1.162  4.699  -0.560
C  -0.683  2.047  3.840  0.102
C  -1.574  1.642  2.553  -0.475
C  -0.830  1.968  1.123  -0.323
C  -0.830  3.570  1.126  -0.415
C  -0.431  4.400  -0.154  -0.428
C  0.927  4.081  -0.920  -0.245
N  1.190  5.234  -1.885  -0.841
C  -1.609  1.231  -0.065  0.709
F  -1.740  1.956  -1.297  -0.358
O  -3.004  1.169  0.441  -0.541
C  -3.819  2.040  -0.352  0.524
N  -4.624  2.644  -1.015  -0.347
C  -1.044  -0.245  -0.525  -0.400
C  -2.080  -0.667  -1.732  -0.477
C  -2.138  -2.213  -2.100  0.194
C  -3.223  -2.328  -3.325  -0.648
F  -0.936  -2.817  -2.605  -0.389
P  -1.365  -1.487  0.846  0.755
C  -0.670  -3.212  0.699  -0.956
C  -3.236  -1.821  1.146  -0.918
C  0.465  -0.059  -1.063  0.436
C  1.464  -1.309  -0.884  -0.493
C  3.042  -0.909  -1.086  -0.417
C  3.834  -0.759  0.299  -0.435
C  3.947  -2.111  1.159  -0.071
O  4.394  -3.261  0.397  -0.556
C  4.327  -4.373  1.353  -0.271
N  0.539  0.511  -2.476  -0.544
C  0.763  -0.375  -3.371  0.303
S  1.343  -1.449  -4.519  0.074
O  1.260  1.001  -0.380  -0.690
S  0.878  1.255  1.194  2.239
O  1.781  2.381  1.695  -0.901
O  1.099  0.129  2.157  -0.865
H  -0.455  3.140  4.067  0.190
H  -1.884  0.558  2.672  0.253
H  -2.538  2.274  2.679  0.247
H  -0.201  3.994  2.003  0.265
H  -1.916  3.881  1.402  0.229
H  -1.281  4.383  -0.944  0.215
H  -0.378  5.517  0.165  0.209
H  1.869  4.004  -0.286  0.226
H  0.741  3.179  -1.609  0.204
H  0.662  4.979  -2.742  0.353
H  0.861  6.124  -1.490  0.350
H  -3.180  -0.416  -1.463  0.256
H  -1.900  -0.100  -2.707  0.252
H  -2.562  -2.907  -1.294  0.185
H  -2.865  -3.144  -4.053  0.242
H  -3.261  -1.320  -3.864  0.214
H  -4.251  -2.589  -2.859  0.219
H  0.143  -3.345  1.515  0.253
H  -1.451  -4.037  0.931  0.248
H  -0.176  -3.509  -0.286  0.253
H  -3.488  -1.351  2.175  0.244
H  -3.455  -2.954  1.213  0.241
H  -3.919  -1.303  0.392  0.232
H  1.434  -1.561  0.250  0.250
H  1.170  -2.261  -1.426  0.253
H  3.492  -1.800  -1.662  0.233
H  3.165  0.003  -1.783  0.230
H  4.921  -0.456  0.031  0.219
H  3.447  0.059  0.995  0.235
H  2.929  -2.374  1.616  0.163
H  4.653  -1.877  2.043  0.182
H  5.040  -5.226  1.092  0.202
H  4.627  -4.011  2.412  0.178
H  3.259  -4.795  1.450  0.173


No. 3
The following is a quantum chemistry calculation of 6 unconnected molecules or ions with the total composition C21H35FO5, from the OMol25 dataset.

Values from the calculation:
Strongest force on any atom   0.6 eV Å⁻¹
Energy relative to the best compared isomer or geometry (same formula, charge and spin)   0.6 kcal per mole
Kohn-Sham gap   9.507 eV
Calculated total energy   -35299.1274 eV
SMILES   Fc1ccccc1.CC(C)=O.CC(C)=O.CC(C)=O.CC(C)=O.CC(C)=O

Last column: natural (NBO) charge in e.
CARTESIAN COORDINATES (ANGSTROEM)
F  1.177  -4.645  -0.464  -0.322
C  0.097  -3.929  -0.825  0.398
C  -0.989  -3.897  0.018  -0.289
C  -2.101  -3.159  -0.353  -0.202
C  -2.099  -2.438  -1.541  -0.264
C  -0.984  -2.473  -2.369  -0.130
C  0.129  -3.219  -2.011  -0.310
H  -0.963  -4.466  0.939  0.231
H  -2.979  -3.166  0.281  0.216
H  -2.974  -1.869  -1.834  0.208
H  -0.958  -1.945  -3.314  0.204
H  0.967  -3.288  -2.694  0.261
C  -3.997  0.432  0.359  -0.726
C  -3.081  1.113  -0.637  0.594
C  -3.493  1.024  -2.096  -0.720
O  -2.073  1.662  -0.292  -0.517
H  -5.016  0.812  0.245  0.227
H  -3.657  0.628  1.375  0.236
H  -4.001  -0.650  0.211  0.225
H  -4.191  1.826  -2.337  0.239
H  -4.022  0.083  -2.268  0.211
H  -2.611  1.062  -2.729  0.233
C  -0.383  -0.513  1.635  -0.717
C  0.565  0.368  0.858  0.600
C  1.280  -0.249  -0.310  -0.728
O  0.674  1.541  1.118  -0.532
H  0.122  -1.403  2.020  0.223
H  -1.174  -0.857  0.963  0.231
H  -0.798  0.064  2.457  0.226
H  0.862  0.222  -1.207  0.238
H  1.164  -1.324  -0.412  0.221
H  2.342  -0.011  -0.307  0.233
C  -0.980  1.898  5.306  -0.725
C  -1.933  2.306  4.201  0.583
C  -3.399  1.979  4.394  -0.722
O  -1.551  2.884  3.222  -0.511
H  -0.111  2.556  5.294  0.240
H  -0.594  0.889  5.140  0.238
H  -1.461  1.952  6.282  0.214
H  -3.582  0.916  4.201  0.228
H  -3.996  2.547  3.686  0.235
H  -3.700  2.170  5.424  0.220
C  4.262  1.958  1.324  -0.718
C  4.995  1.370  2.505  0.596
C  5.762  2.329  3.374  -0.721
O  4.941  0.185  2.749  -0.548
H  3.912  1.122  0.729  0.228
H  4.921  2.599  0.737  0.220
H  3.417  2.542  1.688  0.252
H  5.136  3.196  3.612  0.226
H  6.639  2.708  2.844  0.231
H  6.076  1.876  4.311  0.233
C  1.587  -0.069  -4.454  -0.728
C  1.502  -1.298  -5.321  0.603
C  1.288  -1.087  -6.800  -0.720
O  1.574  -2.400  -4.832  -0.557
H  0.565  0.206  -4.177  0.237
H  2.089  0.772  -4.922  0.227
H  2.090  -0.352  -3.528  0.242
H  0.435  -0.427  -6.968  0.228
H  1.100  -2.040  -7.286  0.236
H  2.184  -0.623  -7.215  0.235